Here is 11 unconnected molecules or ions with the total composition C37H66O29 in a non-equilibrium geometry from the Open Molecules 2025 dataset. Energies are from ωB97M-V/def2-TZVPD.

**Frontier orbital gap**: 10.0 eV
**SMILES string**: COC(=O)OC.COC(=O)OC.COC(=O)OC.COC(=O)OC.COC(=O)OC.COC(=O)OC.COC(=O)OC.O=C1CCCO1.O=C1CCCO1.O=C1CCCO1.O=C1CCCO1
**2S+1**: 1

The geometry in XYZ format:
```
132
Properties=species:S:1:pos:R:3:forces:R:3:lowdin_charge:R:1
C -1.8411 3.5905 -0.6899 0.49 -0.57 -2.13 0.030
O -0.4566 3.5216 -1.2840 -0.33 -0.42 0.51 -0.025
C 0.1673 4.6879 -1.3418 -3.48 3.41 1.52 -0.620
O -0.3868 5.7244 -0.8713 2.29 -2.27 -1.40 0.032
O 1.2842 4.6776 -2.0418 0.28 0.01 0.24 -0.026
C 1.9629 5.9928 -2.1233 -1.39 -1.39 1.48 0.029
H -1.9119 4.3574 0.0342 0.24 0.75 0.68 0.070
H -2.0852 2.6193 -0.2453 0.35 0.23 -0.48 0.057
H -2.4954 3.8506 -1.5628 0.41 -0.42 0.92 0.116
H 2.7528 5.7461 -2.7829 0.60 0.49 -1.02 0.078
H 2.3793 6.1855 -1.1289 -0.19 0.25 -0.19 0.089
H 1.1828 6.7178 -2.3795 0.72 0.05 -0.25 0.103
C 5.3234 -1.5416 1.4957 -0.73 0.13 -0.59 -0.014
O 4.6031 -2.5727 0.7398 0.52 1.23 -0.03 0.024
C 3.5007 -3.0026 1.2930 0.19 0.40 3.08 -0.659
O 3.1669 -2.7853 2.4673 0.18 -0.21 -1.80 0.058
O 2.8837 -3.8098 0.4733 -0.83 -0.10 -0.46 0.021
C 1.6984 -4.3747 1.0451 0.54 0.38 1.56 -0.031
H 5.2329 -1.7462 2.5536 0.38 -0.33 0.17 0.083
H 4.8741 -0.5354 1.3276 0.45 -1.12 -0.08 0.061
H 6.3072 -1.6235 1.0547 0.26 0.29 0.40 0.093
H 1.0036 -3.5874 1.4428 0.75 -0.73 -0.42 0.098
H 2.0534 -5.0261 1.8861 -0.75 0.37 -0.68 0.116
H 1.2797 -4.9027 0.2315 -0.63 -0.69 -0.57 0.048
C -1.1970 -6.0435 -0.8247 -0.26 -0.61 -0.61 -0.014
O -0.7581 -6.4058 -2.1653 -0.38 0.43 0.13 0.004
C 0.1077 -5.5563 -2.7019 0.45 -1.21 0.64 -0.659
O 0.5762 -4.6282 -2.1212 0.35 1.74 0.39 0.107
O 0.4787 -6.0095 -3.8724 0.04 0.29 -1.61 0.016
C 1.2809 -5.0957 -4.6978 0.09 -0.63 1.56 0.015
H -2.2675 -6.3039 -0.9113 0.55 0.13 0.84 0.092
H -1.0354 -4.9667 -0.5968 -0.08 -0.88 -0.20 0.092
H -0.6269 -6.7217 -0.1601 -0.61 0.60 0.02 0.111
H 0.6871 -4.8553 -5.5646 0.12 -0.07 -0.37 0.089
H 2.2123 -5.6406 -4.8706 -0.25 0.24 -0.48 0.100
H 1.5023 -4.2145 -4.0916 -0.04 -0.03 -0.26 0.080
C -4.1891 -3.8696 -0.7824 2.22 0.66 1.10 0.070
O -3.2349 -3.2983 0.2587 -0.63 0.13 -0.09 -0.032
C -3.2285 -3.9221 1.4360 1.81 -1.77 -0.18 -0.620
O -3.8964 -4.8935 1.6820 -0.70 0.30 0.44 0.107
O -2.1517 -3.5542 2.2084 -1.38 0.78 -0.06 -0.060
C -1.9803 -4.3298 3.4576 0.56 0.04 -1.67 0.000
H -4.1700 -3.0454 -1.4812 -0.63 -0.07 -0.10 0.069
H -5.1174 -4.1408 -0.2976 -0.12 0.10 -0.25 0.102
H -3.6528 -4.7033 -1.2501 -0.45 0.00 0.31 0.082
H -0.9627 -4.0627 3.7811 -0.57 -0.05 0.03 0.099
H -2.0027 -5.3510 3.0816 -0.03 -0.23 0.73 0.088
H -2.7418 -4.1455 4.2177 0.05 0.13 -0.32 0.095
C 2.7437 5.9412 2.1941 -0.49 -1.10 0.20 0.003
O 2.2411 4.8687 3.0603 -0.68 0.38 -0.13 0.001
C 1.3008 4.1380 2.4326 1.31 -0.15 -1.46 -0.559
O 1.1993 4.1715 1.2043 -0.84 -0.61 1.94 0.081
O 0.6797 3.3251 3.2997 -0.57 0.05 -1.29 -0.008
C -0.1807 2.3072 2.6292 1.29 -0.18 0.57 0.022
H 3.5517 6.4155 2.7141 0.35 0.04 0.30 0.092
H 1.9308 6.6291 2.0182 -0.15 0.29 -0.13 0.099
H 3.0407 5.4801 1.2550 0.23 0.26 0.03 0.070
H 0.5123 1.7040 1.9907 -0.83 0.48 0.35 0.097
H -1.0023 2.7594 2.0653 0.37 -0.07 0.18 0.079
H -0.5431 1.6718 3.4636 0.09 0.52 -0.59 0.102
C -3.9492 -0.0493 -1.8774 -0.29 0.40 1.18 -0.015
O -5.1805 -0.7764 -1.5757 0.47 -0.37 -0.45 -0.016
C -5.6179 -1.4966 -2.6055 1.36 0.29 -3.56 -0.625
O -5.0383 -1.5479 -3.7201 -1.57 -0.20 2.96 0.064
O -6.7578 -2.0803 -2.3009 -0.74 -0.76 0.51 -0.011
C -7.4888 -2.9171 -3.2709 1.03 0.97 0.37 0.018
H -3.7713 0.5172 -0.9604 -0.11 0.18 -0.22 0.081
H -4.0998 0.5925 -2.7270 0.02 0.12 -0.23 0.088
H -3.0649 -0.6617 -2.0073 -0.26 -0.58 -0.35 0.084
H -6.7941 -3.1999 -4.0568 -0.15 0.02 -0.15 0.088
H -8.2955 -2.2831 -3.6301 -0.03 -0.23 -0.20 0.095
H -7.8711 -3.7934 -2.7495 0.11 0.23 0.14 0.091
C -4.6515 2.7915 4.0776 -0.10 0.31 0.35 -0.023
O -3.7170 2.5656 3.0504 1.19 0.66 -0.67 0.015
C -3.7211 1.4991 2.3199 1.39 -1.50 -1.27 -0.578
O -2.9250 1.3161 1.3877 -1.51 0.84 1.54 0.042
O -4.5775 0.5644 2.7494 0.49 1.68 -0.25 -0.005
C -4.4576 -0.6114 1.9733 -0.89 -0.54 -0.19 -0.024
H -4.2867 3.7744 4.4159 -0.64 -0.60 0.64 0.113
H -4.6670 1.9644 4.8185 0.14 0.79 -0.31 0.114
H -5.6150 2.8896 3.5978 -0.48 0.07 0.27 0.097
H -5.1387 -0.5201 1.0932 0.48 -0.51 0.71 0.116
H -4.7457 -1.3281 2.7376 -0.11 -0.80 -0.74 0.107
H -3.4286 -0.6935 1.6460 -0.06 -0.52 -0.05 0.083
O 5.3489 -0.2438 -1.0156 1.42 -2.90 -0.49 0.162
C 4.8074 0.7717 -1.1567 -1.27 2.71 0.41 -0.518
O 3.9528 1.0624 -2.1837 -0.19 0.79 0.03 0.001
C 3.4822 2.4518 -2.0718 1.10 0.05 0.25 -0.128
C 3.7889 2.8744 -0.6037 -0.37 -0.17 -0.66 -0.143
C 4.9335 1.9647 -0.2399 0.01 0.59 -0.54 -0.083
H 2.4196 2.4339 -2.2701 -0.04 0.23 -0.29 0.077
H 4.0603 3.0860 -2.8066 -0.74 -0.71 0.58 0.141
H 2.9279 2.6352 0.0316 0.24 0.31 -0.17 0.085
H 4.0608 3.9264 -0.4930 -0.30 -0.05 -0.16 0.111
H 4.8586 1.6962 0.7887 0.31 -0.54 0.62 0.094
H 5.9006 2.4259 -0.4366 0.14 0.02 0.05 0.136
O 4.7983 3.3160 5.5724 0.19 0.14 0.23 0.114
C 3.9838 2.4929 5.2830 -0.70 -0.13 -1.10 -0.508
O 2.9066 2.2238 6.0388 -1.18 -1.23 -0.17 0.016
C 2.0415 1.1454 5.4107 0.56 1.70 -0.44 -0.078
C 2.9804 0.5067 4.3390 -0.35 -0.95 1.79 -0.141
C 3.9705 1.6215 4.0171 -0.13 -0.35 0.18 -0.070
H 1.1813 1.6489 4.9202 0.73 0.03 0.28 0.087
H 1.5825 0.5655 6.2210 0.82 -0.20 -0.19 0.119
H 2.3874 0.1074 3.5263 0.12 0.05 -0.38 0.093
H 3.4989 -0.3711 4.8115 -0.34 0.78 -0.51 0.131
H 3.6979 2.1648 3.0909 0.22 0.03 0.67 0.120
H 4.9788 1.2274 3.9365 0.11 0.05 -0.40 0.119
O -1.7859 1.4630 -3.3122 -2.42 1.06 1.69 0.150
C -0.9183 1.0355 -3.9579 2.80 -0.70 -2.37 -0.501
O -0.5057 -0.2490 -3.8710 -0.15 -0.90 0.79 0.000
C 0.5919 -0.5529 -4.7363 0.06 0.62 -1.30 -0.149
C 1.2858 0.8214 -4.9378 -1.35 0.33 -0.32 -0.103
C -0.0129 1.7474 -4.9548 1.68 -1.11 0.43 -0.036
H 0.1423 -0.9346 -5.6903 0.56 0.23 0.64 0.135
H 1.2518 -1.3198 -4.3144 -0.42 0.23 0.20 0.123
H 1.8539 0.9209 -5.8867 -0.20 -0.22 0.79 0.121
H 1.8990 1.0331 -4.0515 0.02 0.03 -0.41 0.088
H -0.3791 1.7715 -5.9646 -0.63 -0.19 -0.39 0.115
H 0.1630 2.7593 -4.6616 0.11 0.63 0.37 0.106
O 2.9316 0.0788 0.7963 -1.43 0.42 -0.56 0.094
C 1.8309 -0.1339 0.3224 1.06 -1.49 1.01 -0.409
O 1.2580 -1.3662 0.5305 -1.37 1.61 -0.62 0.013
C -0.1120 -1.3449 -0.0735 0.87 -0.46 -0.24 -0.082
C -0.3971 0.1041 -0.4299 -0.91 0.66 1.02 -0.137
C 0.9759 0.7338 -0.5557 0.77 -0.93 -1.16 -0.065
H -0.8425 -1.7440 0.6445 0.48 -0.08 -0.20 0.113
H -0.0410 -1.9738 -0.9705 -0.14 -0.05 0.28 0.128
H -0.8969 0.5550 0.4456 0.16 -0.05 -0.31 0.091
H -1.1290 0.2157 -1.2470 0.76 -0.02 0.06 0.095
H 1.1272 1.7753 -0.3091 -0.43 0.20 -0.01 0.092
H 1.4352 0.5373 -1.5643 -0.47 0.31 0.59 0.143
```
Forces are in eV/Å.